83
Properties=species:S:1:pos:R:3:forces:R:3 method="wB97M-V/def2-TZVPD" s2=0.77 homo_ev="-10.091 / -10.054" spin_multiplicity=2 total_charge=+1 max_force_ev_per_a=2.77 gap_ha="0.1946 / 0.1965"
Pt 0.434 0.272 0.156 -0.451 -1.067 -0.300
C -1.791 6.237 0.226 -0.130 -0.035 0.024
C -2.834 5.360 0.475 -0.120 0.202 -0.073
C -2.573 4.034 0.768 -0.108 -0.184 0.058
C -1.268 3.557 0.848 0.091 -0.933 -0.026
C -0.234 4.453 0.601 0.248 0.049 0.087
C -0.487 5.777 0.292 0.136 0.030 0.002
Si -0.978 1.754 1.409 1.799 1.259 1.693
C -0.074 1.775 3.106 -0.694 0.032 -0.835
C -0.623 2.593 4.085 0.060 0.006 0.181
C -0.108 2.592 5.368 -0.013 0.152 0.129
C 0.979 1.791 5.681 0.028 -0.012 0.072
C 1.560 1.003 4.704 0.036 -0.046 0.028
C 1.027 0.990 3.428 0.108 -0.142 -0.155
H -1.993 7.271 -0.013 -0.019 0.051 -0.008
H -3.855 5.714 0.441 -0.070 0.003 -0.017
H -3.400 3.365 0.960 -0.149 -0.092 0.003
H 0.794 4.127 0.643 0.063 -0.036 -0.012
H 0.337 6.450 0.103 0.074 0.046 -0.015
H -2.349 1.217 1.667 0.205 -0.404 -0.521
H -1.459 3.233 3.841 -0.156 0.111 0.045
H -0.551 3.222 6.122 -0.055 0.077 0.145
H 1.372 1.778 6.686 0.060 0.058 0.134
H 2.428 0.398 4.929 0.027 -0.044 0.050
H 1.482 0.360 2.669 -0.067 0.162 0.181
C 5.120 3.118 3.352 -0.029 -0.018 -0.046
C 3.789 3.427 3.137 0.058 0.137 0.075
C 3.137 2.934 2.023 -0.283 0.079 -0.166
C 3.788 2.107 1.111 -0.787 -0.684 -0.374
C 5.124 1.801 1.343 0.131 -0.161 -0.291
C 5.790 2.323 2.439 0.150 -0.041 0.071
Ge 2.648 1.331 -0.353 -0.023 2.116 -0.581
C 3.626 0.419 -1.854 -0.635 -0.418 0.754
C 2.948 0.373 -3.071 -0.279 0.236 0.093
C 3.524 -0.193 -4.191 0.031 0.022 -0.106
C 4.795 -0.738 -4.116 -0.041 -0.004 -0.026
C 5.470 -0.729 -2.907 0.156 -0.083 -0.019
C 4.882 -0.172 -1.783 0.081 0.036 0.334
C 1.791 2.789 -1.432 0.213 -0.600 0.483
C 0.516 2.636 -1.964 -0.161 -0.173 0.046
C -0.020 3.590 -2.807 -0.124 0.002 -0.114
C 0.720 4.714 -3.133 -0.030 0.047 -0.048
C 1.985 4.882 -2.599 0.041 0.171 -0.035
C 2.518 3.923 -1.756 0.206 -0.101 0.154
H 5.632 3.491 4.226 0.053 0.058 0.061
H 3.257 4.044 3.844 -0.112 0.082 0.046
H 2.099 3.194 1.873 -0.076 -0.069 0.064
H 5.673 1.173 0.657 0.047 -0.043 -0.030
H 6.835 2.098 2.594 0.073 -0.065 -0.032
H 1.955 0.803 -3.138 0.049 0.009 -0.089
H 2.980 -0.208 -5.124 -0.038 0.012 -0.104
H 5.255 -1.168 -4.993 0.051 -0.049 -0.066
H 6.459 -1.156 -2.839 0.091 -0.029 0.022
H 5.420 -0.186 -0.846 0.095 -0.041 0.036
H -0.079 1.750 -1.710 0.104 0.294 -0.140
H -1.014 3.461 -3.207 -0.115 -0.010 -0.047
H 0.313 5.451 -3.808 -0.057 0.097 -0.017
H 2.557 5.766 -2.837 0.084 0.078 -0.058
H 3.516 4.045 -1.356 0.093 0.128 0.033
C 2.961 -4.992 0.725 0.243 -0.047 -0.061
N 1.905 -4.118 1.184 0.039 -0.009 -0.024
C 1.836 -2.811 0.944 -0.432 0.129 0.160
N 2.762 -2.197 0.211 0.167 0.136 -0.004
S 0.525 -1.951 1.592 -0.359 0.643 0.526
H 2.670 -6.016 0.934 0.012 -0.044 -0.057
H 3.902 -4.796 1.242 0.057 0.027 0.016
H 3.111 -4.886 -0.351 -0.027 -0.058 0.006
H 1.197 -4.497 1.794 0.017 0.134 -0.089
H 3.599 -2.658 -0.109 -0.004 0.080 -0.073
H 2.654 -1.193 0.074 0.229 -0.669 -0.028
C 1.112 -2.314 -2.742 -0.194 -0.041 0.014
As -0.225 -1.288 -1.710 0.341 -0.792 -1.127
C -1.328 -0.620 -3.170 -0.027 -0.085 -0.060
C -1.436 -2.711 -1.128 -0.059 -0.040 0.043
H 0.863 -3.374 -2.713 -0.060 -0.030 -0.019
H 2.120 -2.168 -2.360 -0.123 0.056 0.050
H 1.086 -1.969 -3.773 -0.022 -0.032 -0.020
H -1.549 -1.468 -3.820 -0.040 0.074 -0.024
H -0.823 0.150 -3.748 0.085 0.055 0.056
H -2.263 -0.221 -2.778 0.039 0.018 0.023
H -1.870 -3.193 -2.006 0.044 0.097 0.000
H -2.238 -2.288 -0.520 0.079 -0.005 -0.043
H -0.919 -3.462 -0.532 0.071 0.147 -0.016


18
Properties=species:S:1:pos:R:3:forces:R:3 method="wB97M-V/def2-TZVPD" homo_ev=-10.151 total_charge=0 max_force_ev_per_a=4.37 gap_ha=0.3950 smiles="CCOC(=O)N[SiH2]N"
C -0.040 -0.141 1.163 3.466 1.573 2.148
C 1.831 2.179 -0.022 -0.211 -0.651 1.297
C 1.652 0.644 -0.315 0.879 -0.456 0.175
N -1.446 -1.925 -1.734 -0.194 0.759 2.512
N -1.318 -0.431 1.230 -1.133 -1.412 -0.915
O 0.778 -0.067 2.078 -0.971 -0.390 -0.372
O 0.306 0.196 -0.076 -0.227 0.339 -1.982
Si -2.079 -1.130 -0.232 -2.250 -0.316 -0.448
H 1.863 2.257 1.108 -0.297 0.028 -1.207
H 2.841 2.504 -0.324 -0.580 -0.052 -0.299
H 1.008 2.866 -0.388 1.061 -1.041 0.092
H 2.263 0.021 0.401 -0.235 1.002 -0.787
H 1.914 0.288 -1.358 -0.482 0.792 1.072
H -0.675 -1.379 -2.104 0.129 -0.486 -0.244
H -1.187 -2.901 -1.509 0.098 0.906 -0.441
H -3.140 -0.096 -0.454 0.705 0.007 -0.791
H -2.968 -2.134 0.398 0.361 -0.410 -0.040
H -1.602 -0.749 2.138 -0.120 -0.192 0.230


Energy above the lowest of the compared OMol25 structures with the same formula, charge and spin in kcal per mole, matching the order above: 72.0; 0.0